80
Properties=species:S:1:pos:R:3:forces:R:3:lowdin_charge:R:1 method="wB97M-V/def2-TZVPD" energy_ha=-4237.0375 homo_lumo_gap_ev="7.441 / 7.290" fmax_ev_per_a=0.53 multiplicity=5
Fe 0.7773 -0.1320 -0.2360 0.46 0.25 0.09 0.594
N 3.7095 2.9258 -1.6851 -0.04 0.04 0.02 0.055
C 2.7005 2.1478 -1.2018 0.06 -0.02 0.00 -0.854
S 3.1116 0.5279 -0.7618 -0.02 -0.02 -0.05 0.643
N 1.5353 2.7600 -1.1191 0.04 0.11 -0.04 0.013
N 0.5236 1.9494 -0.7452 -0.29 -0.07 0.09 -0.021
C -0.5713 2.4703 -0.3145 0.06 -0.09 -0.04 -0.181
C -0.7745 3.9226 -0.1027 -0.02 0.06 0.03 -0.192
C -0.9592 4.3903 1.1963 0.01 -0.01 -0.06 -0.031
C -1.1519 5.7427 1.4298 -0.01 0.01 0.04 -0.075
C -1.1684 6.6340 0.3672 -0.01 0.05 0.03 -0.091
C -0.9811 6.1720 -0.9270 0.01 -0.01 -0.06 -0.081
C -0.7786 4.8211 -1.1633 0.02 -0.01 0.02 -0.031
C -1.6520 1.5217 0.0617 0.05 -0.15 -0.08 -0.181
C -2.9270 1.9441 0.4271 0.10 -0.01 -0.04 0.007
C -3.8793 0.9938 0.7536 -0.01 -0.06 0.02 -0.046
C -3.5476 -0.3510 0.7089 0.02 0.00 0.01 -0.049
C -2.2566 -0.6930 0.3384 -0.06 0.06 0.00 -0.099
N -1.3433 0.2134 0.0179 -0.07 0.15 0.21 0.059
H 4.6479 2.6177 -1.5042 0.00 0.00 0.00 0.068
H 3.5313 3.9173 -1.7031 0.01 0.00 -0.02 0.092
H -0.9403 3.6880 2.0217 -0.01 -0.02 0.00 0.112
H -1.2906 6.0989 2.4424 0.00 0.01 0.00 0.103
H -1.3228 7.6900 0.5475 0.00 0.00 0.01 0.100
H -0.9867 6.8677 -1.7563 0.00 0.00 0.00 0.101
H -0.6037 4.4581 -2.1672 -0.02 0.00 -0.01 0.114
H -3.1599 2.9981 0.4569 0.00 0.01 -0.01 0.117
H -4.8735 1.3036 1.0475 -0.01 0.00 0.00 0.111
H -4.2612 -1.1206 0.9660 -0.01 0.00 0.01 0.104
H -1.9256 -1.7243 0.3030 -0.01 -0.02 0.01 0.120
C -2.0244 -1.8753 5.7273 -0.03 -0.05 0.02 -0.033
C -1.8110 -0.4191 5.4427 0.08 0.05 -0.04 -0.198
C -2.7264 0.5397 5.8424 0.02 -0.01 -0.02 -0.074
C -2.5076 1.8796 5.5630 0.02 0.02 -0.01 -0.676
Cl -3.6809 3.0612 6.0747 -0.05 0.05 0.01 0.636
C -1.3805 2.2846 4.8794 -0.04 -0.03 0.02 -0.109
C -0.4516 1.3374 4.4668 0.01 -0.06 -0.01 -0.001
C -0.6603 -0.0053 4.7549 -0.03 -0.03 -0.03 -0.219
O 0.1875 -1.0197 4.4126 -0.01 0.03 0.04 -0.027
C 1.4094 -0.7253 3.7398 -0.07 0.07 -0.03 -0.074
C 1.1563 -0.4845 2.2540 -0.14 0.35 0.05 -0.619
O 1.1643 -1.4617 1.4685 -0.01 -0.32 -0.08 -0.054
O 0.9056 0.6851 1.8573 0.12 -0.22 -0.02 -0.058
H -2.9842 -2.0347 6.2165 0.00 0.00 0.01 0.076
H -1.2357 -2.2680 6.3709 0.01 0.00 0.00 0.087
H -1.9973 -2.4600 4.8070 0.01 0.00 -0.01 0.085
H -3.6196 0.2427 6.3761 -0.01 -0.01 0.01 0.109
H -1.2280 3.3315 4.6559 0.01 0.01 0.01 0.099
H 0.3954 1.6512 3.8773 0.04 -0.01 0.00 0.099
H 2.0276 -1.6108 3.8636 -0.02 0.00 0.00 0.132
H 1.9026 0.1393 4.1884 0.00 0.00 0.01 0.130
C 0.9256 -2.3686 -5.3901 -0.01 -0.03 -0.05 -0.116
N 1.0404 -1.7236 -4.0988 0.00 -0.24 0.16 -0.292
C 1.5977 -0.3787 -4.1590 0.05 0.02 -0.01 -0.086
P 1.0256 -2.5323 -2.6534 0.16 0.10 -0.08 0.547
O 0.5677 -1.5960 -1.5874 -0.30 -0.12 0.00 -0.329
N -0.0017 -3.7989 -2.8816 0.10 0.12 -0.09 -0.307
C -1.3771 -3.5243 -3.2595 -0.05 0.01 0.02 -0.104
C 0.3656 -5.1989 -2.8686 0.01 -0.06 0.03 -0.096
N 2.4947 -3.1630 -2.2721 -0.10 0.13 -0.14 -0.300
C 3.4020 -3.5789 -3.3258 0.01 -0.06 -0.02 -0.100
C 3.1172 -2.9858 -0.9633 -0.05 -0.07 0.03 -0.096
H 0.2691 -1.7810 -6.0380 0.00 -0.01 0.00 0.090
H 0.5009 -3.3660 -5.2876 0.02 0.01 0.00 0.067
H 1.8985 -2.4530 -5.8896 -0.02 0.00 0.00 0.082
H 0.9549 0.2545 -4.7748 0.00 0.02 0.02 0.090
H 2.6003 -0.3897 -4.6005 -0.01 0.02 0.00 0.090
H 1.6736 0.0483 -3.1619 0.00 0.02 -0.01 0.029
H -1.5840 -2.4584 -3.1765 0.00 -0.01 0.00 0.083
H -2.0603 -4.0601 -2.5953 0.00 0.01 0.00 0.087
H -1.5831 -3.8412 -4.2881 0.00 0.00 0.00 0.082
H 1.3698 -5.3206 -2.4709 -0.01 0.00 -0.02 0.073
H 0.3244 -5.6329 -3.8750 0.00 0.00 0.01 0.085
H -0.3248 -5.7580 -2.2317 0.01 0.00 0.00 0.087
H 2.8601 -3.7999 -4.2462 0.03 0.02 0.04 0.066
H 3.9246 -4.4909 -3.0248 0.01 0.01 0.00 0.087
H 4.1504 -2.8074 -3.5355 0.00 -0.01 -0.01 0.093
H 2.3909 -2.6373 -0.2322 0.03 0.00 -0.02 0.052
H 3.9302 -2.2580 -1.0257 -0.01 0.01 0.03 0.060
H 3.5233 -3.9428 -0.6236 0.00 0.00 0.00 0.087

72
Properties=species:S:1:pos:R:3:forces:R:3:lowdin_charge:R:1 method="wB97M-V/def2-TZVPD" energy_ha=-2573.8345 homo_lumo_gap_ev="7.550 / 8.763" fmax_ev_per_a=0.51 charge=+2 multiplicity=3
Ti 0.2256 -0.1150 0.1093 -0.23 -0.12 -0.44 0.698
N -1.8795 -0.8437 -0.6890 0.03 0.07 0.03 -0.012
C -2.9632 0.1422 -0.4445 -0.02 0.00 0.05 -0.196
C -2.5894 1.0477 0.7153 -0.04 0.00 -0.05 -0.174
N -1.2147 1.5877 0.5797 0.02 0.18 0.01 -0.139
C -1.0558 2.6457 -0.4520 -0.03 -0.01 -0.01 -0.167
C -0.6988 2.0994 -1.8264 0.02 0.02 -0.03 -0.205
N 0.4669 1.1854 -1.7406 0.00 0.12 -0.01 -0.031
H -1.9013 -1.1429 -1.6610 0.05 -0.02 0.02 0.102
H -2.0804 -1.6913 -0.1618 0.02 0.01 0.02 0.081
H -3.9096 -0.3502 -0.2187 -0.01 0.00 -0.01 0.133
H -3.1276 0.7225 -1.3495 0.02 -0.01 -0.01 0.111
H -2.6191 0.4796 1.6480 0.01 -0.01 0.01 0.127
H -3.3205 1.8564 0.8003 0.00 0.00 0.01 0.135
H -1.0007 2.0229 1.4717 0.01 -0.04 -0.02 0.097
H -0.2514 3.3045 -0.1161 0.00 -0.01 0.01 0.126
H -1.9582 3.2591 -0.5272 0.00 0.00 0.00 0.137
H -0.5093 2.9405 -2.4957 0.01 -0.01 -0.01 0.133
H -1.5239 1.5379 -2.2568 0.00 0.00 0.00 0.102
H 1.3234 1.7345 -1.7239 0.00 -0.03 0.03 0.095
H 0.5274 0.6438 -2.5992 0.00 -0.01 0.03 0.107
C 1.3163 1.6319 2.8902 0.01 -0.01 0.02 -0.056
C 2.7533 1.7423 2.3965 -0.02 0.04 -0.04 -0.368
C 3.2983 3.1293 2.7372 -0.02 -0.03 -0.01 -0.043
C 2.8407 1.4724 0.8875 0.06 0.03 0.03 -0.274
C 4.2673 1.4487 0.3486 -0.05 0.02 0.00 -0.041
O 4.5666 0.0408 0.3069 0.03 -0.04 0.02 0.033
C 3.4169 -0.6263 0.3508 -0.02 0.13 0.03 -0.282
N 2.3605 0.0983 0.5605 0.07 -0.02 -0.10 0.027
C 3.5941 -2.0883 0.1942 -0.01 -0.11 -0.03 -0.113
C 4.8960 -2.5601 0.3917 0.02 0.01 0.01 0.013
C 5.1940 -3.9076 0.2920 0.00 -0.01 0.00 -0.024
C 4.1984 -4.8153 -0.0270 -0.01 0.01 0.00 -0.025
C 2.9061 -4.3617 -0.2363 0.01 0.00 -0.01 -0.066
C 2.5843 -3.0127 -0.1230 0.02 -0.02 0.03 -0.281
P 0.8507 -2.5373 -0.3458 0.03 -0.01 0.12 1.050
C 0.0067 -3.1435 1.1471 -0.02 0.06 -0.03 -0.354
C -0.3835 -2.1532 2.0512 -0.02 -0.07 0.15 -0.141
C -1.0160 -2.4682 3.2448 -0.02 -0.04 -0.02 -0.052
C -1.2737 -3.7995 3.5403 0.01 -0.01 -0.02 -0.041
C -0.8937 -4.7971 2.6507 0.00 0.00 0.01 -0.037
C -0.2586 -4.4741 1.4607 0.01 -0.01 -0.01 -0.066
C 0.2463 -3.5079 -1.7486 0.01 0.01 -0.01 -0.378
C 1.0226 -3.5529 -2.9082 -0.02 0.00 -0.02 -0.092
C 0.5411 -4.1830 -4.0447 0.01 0.00 0.01 -0.054
C -0.7199 -4.7660 -4.0372 0.00 0.00 0.01 -0.052
C -1.4974 -4.7202 -2.8897 -0.02 -0.01 0.00 -0.058
C -1.0194 -4.0918 -1.7471 0.00 -0.02 0.00 -0.105
H 1.2726 1.7095 3.9760 -0.01 0.00 0.00 0.102
H 0.8559 0.6742 2.6235 0.01 0.01 0.02 0.042
H 0.7177 2.4553 2.4866 0.03 0.01 0.01 0.078
H 3.3586 0.9798 2.8992 0.00 0.00 0.00 0.158
H 2.7850 3.9020 2.1579 0.00 0.00 0.01 0.094
H 4.3668 3.2239 2.5540 0.02 0.00 -0.02 0.080
H 3.1356 3.3478 3.7919 0.01 0.00 0.00 0.094
H 2.2247 2.2118 0.3636 0.01 0.02 0.01 0.134
H 5.0016 1.9238 0.9885 0.02 0.03 0.03 0.133
H 4.3602 1.8370 -0.6661 0.00 0.00 0.00 0.143
H 5.6845 -1.8641 0.6327 0.00 0.00 0.00 0.128
H 6.2085 -4.2424 0.4582 0.00 0.00 0.00 0.124
H 4.4228 -5.8694 -0.1178 0.01 0.00 0.00 0.124
H 2.1341 -5.0709 -0.5078 0.00 0.00 0.00 0.112
H -0.1589 -1.0892 1.9068 0.00 -0.14 0.15 0.036
H -1.2984 -1.6884 3.9399 0.01 0.00 0.01 0.117
H -1.7662 -4.0611 4.4670 0.00 0.00 0.00 0.121
H -1.0894 -5.8342 2.8882 -0.01 0.00 0.00 0.122
H 0.0290 -5.2620 0.7756 0.00 0.00 0.00 0.115
H 2.0122 -3.1103 -2.9215 0.01 0.00 0.00 0.112
H 1.1533 -4.2253 -4.9354 0.00 0.00 0.00 0.117
H -1.0908 -5.2636 -4.9229 0.00 0.00 0.00 0.118
H -2.4735 -5.1866 -2.8754 0.00 0.00 -0.01 0.116
H -1.6270 -4.0933 -0.8496 0.00 0.02 0.00 0.099

83
Properties=species:S:1:pos:R:3:forces:R:3:lowdin_charge:R:1 method="wB97M-V/def2-TZVPD" energy_ha=-2319.8042 homo_lumo_gap_ev=6.334 fmax_ev_per_a=18.25 charge=-1 multiplicity=1
C -54.4006 -31.5619 7.0793 -2.23 -1.78 -4.57 -0.859
O -53.9500 -30.5907 6.4288 1.16 1.28 1.44 -0.071
O -54.8217 -31.3834 8.3657 1.56 1.84 1.06 0.015
O -54.7399 -32.6298 6.5073 0.76 -0.17 1.74 -0.060
H -54.3676 -30.5044 8.5042 -0.91 -1.04 0.42 0.074
C -54.8082 -27.5043 4.3696 0.35 2.56 -0.11 -0.071
C -55.5036 -26.1347 4.3592 0.17 -0.13 -2.10 -0.035
C -55.4464 -25.2383 3.0773 1.94 -3.31 1.25 0.026
C -54.4940 -25.7373 1.9601 -3.02 -1.47 3.79 -0.082
C -53.9228 -27.0943 2.0586 -5.25 4.68 8.62 0.048
C -54.0367 -27.9367 3.2761 -1.94 4.02 -1.80 -0.041
N -54.3352 -24.9098 0.7136 1.47 2.38 2.37 -0.365
O -53.6682 -25.4246 -0.1249 0.25 -1.14 -1.88 0.079
O -54.5389 -23.6672 0.7295 -0.87 -2.43 0.41 0.024
H -54.6414 -28.1975 5.2506 -1.16 1.14 -0.70 0.090
H -56.1887 -25.8112 5.2975 1.82 -0.77 -2.55 0.119
H -56.0684 -24.2814 2.9889 1.31 -1.58 0.15 0.104
H -53.5190 -27.4490 1.3062 4.20 -3.22 -7.15 0.002
H -53.6636 -28.9191 3.3108 0.75 -0.94 -0.18 0.087
C -57.7980 -28.9899 10.7612 3.30 -0.75 -0.68 -0.052
C -56.2151 -28.8839 10.7167 -2.84 0.80 1.81 -0.028
C -55.5109 -28.2543 11.8417 -1.72 -0.49 -0.54 0.021
C -56.3416 -27.6470 13.0451 -3.57 -2.97 -3.69 -0.090
C -57.8760 -27.8944 13.1100 3.87 0.15 -2.32 0.066
C -58.4594 -28.5322 11.8798 2.57 1.33 2.22 -0.128
N -55.6741 -27.0037 14.1307 2.17 -1.27 1.28 -0.390
O -56.3020 -26.3926 14.9822 0.01 -0.02 -0.77 0.055
O -54.4499 -27.2583 14.2232 -1.70 0.90 -0.24 0.036
H -58.4046 -29.5906 9.9229 1.65 1.62 1.93 0.145
H -55.7434 -29.3147 9.7684 -0.35 0.73 1.84 0.087
H -54.3382 -28.3187 11.7559 -2.51 0.57 0.70 0.111
H -58.5189 -27.5874 14.0118 1.31 -0.43 -1.69 0.121
H -59.4886 -28.5993 11.8833 -2.12 -0.36 0.13 0.057
C -52.4609 -34.0193 8.8863 2.93 -3.26 1.44 0.016
C -52.0375 -35.5607 8.7248 4.07 5.48 8.72 0.064
C -51.1559 -36.2058 9.8509 -1.17 13.16 -1.77 0.066
C -50.4590 -35.2970 10.8986 -3.59 3.18 -2.41 -0.052
C -50.8293 -33.7825 10.9233 -3.58 -4.77 -4.74 0.114
C -51.9450 -33.1813 9.9379 6.17 -17.12 -1.44 0.017
N -49.8122 -35.8672 12.1427 -2.22 -3.73 -2.65 -0.382
O -49.7160 -37.1357 12.1533 0.38 2.66 -0.15 0.009
O -49.6758 -35.1704 13.0799 0.97 1.35 1.52 0.095
H -53.1160 -33.6539 8.1209 -0.56 0.26 -0.19 0.052
H -52.4858 -36.1789 8.1042 -2.12 -2.58 -3.08 0.007
H -51.1529 -37.1273 9.9905 0.47 -8.23 0.86 -0.020
H -50.5751 -33.1071 11.6459 1.23 1.21 1.98 0.043
H -52.1409 -32.3331 10.0786 -3.12 12.51 1.82 -0.055
C -52.4385 -28.9165 9.4834 -1.27 1.27 2.10 -0.316
O -52.2837 -29.2324 10.6569 0.72 -0.32 -0.11 -0.011
N -52.9442 -27.6965 9.1707 0.59 -0.13 -1.86 -0.190
C -53.5904 -27.4003 7.8821 0.35 2.16 -0.45 -0.063
C -52.7872 -26.5623 10.0197 -1.55 2.43 -1.97 -0.081
H -52.3168 -29.6058 8.6952 0.18 -0.83 -1.46 0.117
H -53.3959 -26.2331 7.6063 -0.99 -2.69 0.92 0.135
H -54.6533 -27.7286 7.8948 0.47 0.81 0.05 0.086
H -53.1627 -27.8844 7.0221 0.53 -0.75 0.00 0.054
H -52.3968 -26.7522 10.9605 1.39 -0.57 1.42 0.061
H -53.7804 -26.1826 10.2274 -0.55 0.19 0.24 0.075
H -52.3533 -25.6581 9.4352 0.07 -1.66 1.05 0.117
C -50.4140 -31.1514 5.1498 1.19 -1.88 -1.15 -0.296
O -49.7361 -30.1689 5.0441 0.01 1.86 0.42 0.016
N -49.8887 -32.3499 4.6766 -0.12 2.83 0.24 -0.185
C -50.6818 -33.4821 4.7050 -3.16 -2.08 -3.30 -0.115
C -48.5802 -32.3324 4.0259 -5.11 3.14 -3.91 -0.007
H -51.4326 -31.2213 5.5362 -0.24 0.11 0.29 0.121
H -51.0905 -33.7802 3.6057 0.52 1.01 1.82 0.123
H -51.5857 -33.2492 5.2841 0.23 -0.38 -0.06 0.084
H -50.3350 -34.4846 4.9241 1.04 0.22 1.08 0.071
H -48.6003 -32.8767 3.1532 -0.57 -1.85 -2.07 0.069
H -48.1108 -32.8091 4.6536 6.24 -4.70 6.04 0.006
H -48.0835 -31.4743 3.6665 -0.24 1.78 0.68 0.092
C -57.4234 -32.5112 10.3107 -5.03 -1.25 -0.51 -0.302
O -58.6959 -32.5752 10.0892 3.76 0.43 1.19 -0.080
N -56.7974 -33.0091 11.3578 0.52 -2.52 1.95 -0.106
C -55.3110 -33.0427 11.5294 -3.86 2.33 -2.17 0.009
C -57.5329 -33.6016 12.5106 6.24 1.42 1.04 -0.014
H -56.7864 -32.1326 9.5845 1.38 1.01 -1.51 0.094
H -54.7758 -33.3387 10.7161 0.88 -0.26 -3.24 0.049
H -54.9674 -33.7202 12.1476 0.71 -3.35 4.02 0.038
H -55.0261 -32.1009 11.8091 1.13 2.38 0.83 0.071
H -57.5501 -32.8230 13.2358 -0.62 0.44 0.90 0.085
H -57.0078 -34.4773 13.0082 0.72 1.25 -0.73 0.110
H -58.3486 -34.1088 12.4261 -5.84 -1.77 -1.83 0.010